Here is a structure of composition C19H15CoN5O8 in a non-equilibrium geometry from OMol25. Energies are from the ωB97M-V functional and the def2-TZVPD basis.

```
48
C19H15CoN5O8 | OMol25 | the ωB97M-V functional and the def2-TZVPD basis
Co -2.74 1.42 -0.63
C 1.84 -5.14 -0.54
O 3.02 -4.37 -0.64
C 3.10 -3.25 0.13
C 2.12 -2.84 1.03
C 2.29 -1.67 1.75
C 3.43 -0.86 1.59
C 4.44 -1.33 0.72
C 4.27 -2.48 -0.01
N 3.59 0.36 2.18
N 2.63 0.87 2.89
C 1.41 1.21 2.52
C 0.40 1.38 3.51
C -0.92 1.45 3.19
C -1.38 1.42 1.84
O -2.61 1.43 1.51
C -0.36 1.40 0.82
N -0.81 1.45 -0.45
C 0.05 1.54 -1.44
C 1.43 1.60 -1.22
C 1.91 1.50 0.06
C 1.02 1.37 1.13
H 1.96 -5.96 -1.24
H 0.95 -4.56 -0.81
H 1.71 -5.54 0.47
H 1.21 -3.41 1.16
H 1.52 -1.37 2.46
H 5.33 -0.73 0.60
H 5.02 -2.81 -0.70
H 0.72 1.36 4.55
H -1.68 1.51 3.96
H -0.34 1.60 -2.45
H 2.10 1.71 -2.06
H 2.97 1.56 0.25
N -2.87 1.63 -3.01
N -2.56 2.99 -3.15
C -2.70 3.84 -2.02
O -2.73 5.04 -2.25
O -2.72 3.27 -0.87
H -2.26 1.06 -3.58
H -3.84 1.42 -3.23
H -2.87 3.44 -4.00
O -6.30 -0.23 -0.61
C -5.14 0.09 -0.67
O -4.61 1.26 -0.81
C -3.97 -1.02 -0.64
O -4.22 -2.20 -0.71
O -2.82 -0.43 -0.60
```

Summary:
- ⟨S²⟩: 6.13
- LUMO level (alpha / beta): 1.5 / 1.4 eV
- Multiplicity: 5
- E_HOMO (alpha / beta): -4.09 / -5.91 eV
- Frontier orbital gap (alpha / beta): 5.553 / 7.277 eV
- Charge: -1
- Relative energy (zero: lowest compared OMol25 entry of this formula, charge and spin): 0.0 kJ/mol


Here is the molecule C4H10N2O from OMol25. Energies are from the ωB97M-V functional and the def2-TZVPD basis.

```
17
C4H10N2O | OMol25 | the ωB97M-V functional and the def2-TZVPD basis
C 0.03 0.10 0.06
C 0.15 0.50 1.52
C -1.12 0.20 2.28
O -2.22 0.48 1.90
N 1.29 0.22 -0.67
C 1.38 -0.68 -1.78
N 0.28 -0.58 -2.77
H -0.78 0.66 -0.40
H -0.36 -0.92 0.01
H 0.93 -0.08 2.02
H 0.41 1.55 1.68
H -0.97 -0.36 3.23
H 1.28 1.16 -1.04
H 2.30 -0.44 -2.33
H 1.48 -1.72 -1.46
H 0.49 -1.20 -3.54
H -0.61 -0.88 -2.40
```

Summary:
- LUMO level: 1.0 eV
- SMILES string: NCNCCC=O
- E_HOMO: -9.39 eV
- Frontier orbital gap: 10.343 eV
- Charge: 0
- Relative energy (zero: lowest compared OMol25 entry of this formula, charge and spin): 186.9 kJ/mol


Here is the molecule C3H7NO in a non-equilibrium geometry from OMol25. Energies are from the ωB97M-V functional and the def2-TZVPD basis.

```
12
C3H7NO | OMol25 | the ωB97M-V functional and the def2-TZVPD basis
C 2.02 0.28 0.02
C -0.55 -0.05 0.00
C -2.07 -0.18 -0.02
H 1.68 0.77 -0.84
H 1.67 0.87 0.87
H 3.12 0.24 -0.02
H -0.01 0.86 -0.02
H -2.41 -0.54 1.03
H -2.61 0.80 -0.23
H -2.49 -0.88 -0.80
N 0.13 -1.12 0.07
O 1.51 -1.05 -0.05
```

Summary:
- LUMO level: 1.0 eV
- SMILES string: C/C=N/OC
- E_HOMO: -9.70 eV
- Frontier orbital gap: 10.657 eV
- Charge: 0
- Relative energy (zero: lowest compared OMol25 entry of this formula, charge and spin): 330.8 kJ/mol


Here is the molecule C6H16N2 in a non-equilibrium geometry from OMol25. Energies are from the ωB97M-V functional and the def2-TZVPD basis.

```
24
C6H16N2 | OMol25 | the ωB97M-V functional and the def2-TZVPD basis
C -0.20 -0.50 -0.51
N -1.26 -0.24 -1.47
C -1.31 -1.13 -2.62
C -0.51 -0.69 -3.85
C -0.58 0.25 0.78
N 0.40 0.03 1.83
C 0.57 1.05 2.81
C 1.88 0.88 3.57
H -0.26 -1.56 -0.29
H 0.84 -0.25 -0.76
H -1.28 0.73 -1.73
H -1.01 -2.14 -2.32
H -2.36 -1.28 -2.88
H 0.27 0.04 -3.67
H -1.15 -0.34 -4.65
H -0.10 -1.59 -4.34
H -0.56 1.33 0.55
H -1.61 -0.03 1.01
H 1.26 -0.31 1.43
H 0.54 2.09 2.46
H -0.23 1.03 3.56
H 1.97 -0.17 3.83
H 1.98 1.60 4.38
H 2.69 1.18 2.89
```

Summary:
- LUMO level: 1.1 eV
- SMILES string: CCNCCNCC
- E_HOMO: -8.49 eV
- Frontier orbital gap: 9.589 eV
- Charge: 0
- Relative energy (zero: lowest compared OMol25 entry of this formula, charge and spin): 121.4 kJ/mol


Here is a structure of composition C41H36CaClN10O4PS2 in a non-equilibrium geometry from OMol25. Energies are from the ωB97M-V functional and the def2-TZVPD basis.

```
96
C41H36CaClN10O4PS2 | OMol25 | the ωB97M-V functional and the def2-TZVPD basis
Ca 0.80 -1.10 -0.63
C 3.06 1.64 2.05
C 2.54 1.02 0.92
N 1.43 0.31 0.99
C 0.75 0.28 2.14
C 1.22 1.04 3.22
N 2.38 1.66 3.19
C -0.41 -0.64 2.19
C -1.04 -0.94 3.38
C -2.11 -1.85 3.36
C -2.44 -2.44 2.16
C -1.70 -2.15 0.98
N -0.73 -1.20 1.02
C -1.85 -2.86 -0.23
C -2.66 -3.99 -0.43
N -2.48 -4.88 -1.39
C -1.33 -4.68 -2.13
C -0.61 -3.55 -2.11
N -1.03 -2.41 -1.34
C -2.83 -2.20 4.60
C -3.62 -3.35 4.72
C -4.25 -3.65 5.91
N -4.15 -2.90 7.01
C -3.40 -1.80 6.91
C -2.75 -1.41 5.75
H 4.03 2.12 2.04
H 3.02 1.08 -0.05
H 0.65 1.15 4.14
H -0.69 -0.52 4.31
H -3.27 -3.13 2.09
H -3.46 -4.23 0.27
H -1.02 -5.52 -2.74
H 0.31 -3.44 -2.68
H -3.73 -4.03 3.88
H -4.86 -4.54 6.00
H -3.33 -1.21 7.81
H -2.20 -0.48 5.75
Cl 7.20 -5.10 -0.27
C 5.68 -4.27 -0.09
C 5.13 -4.11 1.19
C 3.93 -3.47 1.35
C 3.19 -2.94 0.25
O 2.08 -2.37 0.43
C 3.79 -3.11 -1.05
C 3.15 -2.61 -2.23
O 2.07 -2.04 -2.31
C 5.02 -3.78 -1.18
H 5.66 -4.50 2.05
H 3.50 -3.35 2.34
H 3.72 -2.79 -3.17
H 5.44 -3.91 -2.18
C -1.73 -1.34 -2.15
C -2.48 -1.81 -3.36
C -3.87 -1.88 -3.39
C -4.53 -2.28 -4.53
C -3.81 -2.66 -5.67
C -2.42 -2.62 -5.64
C -1.77 -2.18 -4.51
C -4.51 -3.07 -6.85
N -5.07 -3.40 -7.80
H -0.97 -0.62 -2.48
H -2.40 -0.83 -1.45
H -4.43 -1.61 -2.51
H -5.61 -2.31 -4.56
H -1.86 -2.91 -6.52
H -0.69 -2.10 -4.50
N -0.61 3.62 -5.20
C -0.21 2.70 -4.61
N 0.23 1.60 -4.08
C 0.61 1.17 -2.95
N 1.01 0.57 -2.02
C 0.97 4.87 -1.76
C -0.27 5.65 -1.35
C -1.55 5.00 -1.86
O -0.31 5.90 0.07
P -0.11 4.86 1.31
S -0.79 5.88 2.86
S -0.75 3.03 0.94
O 1.53 4.75 1.38
C 2.32 5.82 1.90
C 2.91 6.63 0.74
C 3.41 5.24 2.78
H 0.95 4.69 -2.84
H 1.00 3.92 -1.24
H 1.88 5.43 -1.52
H -0.20 6.67 -1.76
H -1.65 4.02 -1.41
H -1.51 4.89 -2.94
H -2.41 5.61 -1.58
H 1.68 6.47 2.50
H 3.47 5.96 0.08
H 3.58 7.40 1.12
H 2.11 7.10 0.17
H 4.12 4.67 2.18
H 2.97 4.58 3.53
H 3.95 6.05 3.29
```

Summary:
- LUMO level: 3.3 eV
- E_HOMO: -2.54 eV
- Frontier orbital gap: 5.884 eV
- Charge: -2
- Relative energy (zero: lowest compared OMol25 entry of this formula, charge and spin): 85.4 kJ/mol


Here is a structure of composition CHBrINO2 in a non-equilibrium geometry from OMol25. Energies are from the ωB97M-V functional and the def2-TZVPD basis.

```
7
CHBrINO2 | OMol25 | the ωB97M-V functional and the def2-TZVPD basis
C 0.47 -1.12 0.09
N -0.88 1.32 -0.28
O -0.74 2.18 0.55
O -1.17 1.26 -1.42
Br -0.29 -1.87 1.73
I 2.25 -0.15 0.20
H 0.35 -1.62 -0.87
```

Summary:
- LUMO level (alpha / beta): -1.0 / -1.4 eV
- E_HOMO (alpha / beta): -10.10 / -8.64 eV
- Frontier orbital gap (alpha / beta): 9.122 / 7.200 eV
- Charge: 0
- Relative energy (zero: lowest compared OMol25 entry of this formula, charge and spin): 192.3 kJ/mol


Here is the molecule C3H4BrCl in a non-equilibrium geometry from OMol25. Energies are from the ωB97M-V functional and the def2-TZVPD basis.

```
9
C3H4BrCl | OMol25 | the ωB97M-V functional and the def2-TZVPD basis
C 0.51 -0.05 0.67
C 0.67 0.44 -0.74
C -0.81 -0.51 0.41
Cl -1.32 -2.02 -0.18
Br -2.18 0.90 0.06
H 1.10 -0.86 0.97
H 0.56 0.85 1.27
H 0.33 1.54 -0.95
H 1.14 -0.28 -1.50
```

Summary:
- LUMO level (alpha / beta): 0.2 / 0.2 eV
- E_HOMO (alpha / beta): -7.84 / -8.04 eV
- Frontier orbital gap (alpha / beta): 8.040 / 8.221 eV
- Charge: 0
- Relative energy (zero: lowest compared OMol25 entry of this formula, charge and spin): 307.7 kJ/mol


Here is a structure of composition C8H16FK2O6 in a non-equilibrium geometry from OMol25. Energies are from the ωB97M-V functional and the def2-TZVPD basis.

```
33
C8H16FK2O6 | OMol25 | the ωB97M-V functional and the def2-TZVPD basis
K 5.15 1.12 -2.24
K 2.32 1.04 -5.30
F 3.40 -0.61 -3.29
C -5.15 -1.52 -0.13
C -4.23 -0.71 -1.02
O -2.95 -1.25 -0.99
C -1.91 -0.58 -1.57
O -2.05 0.40 -2.29
O -0.83 -1.26 -1.39
C 0.47 -0.91 -1.80
H -6.07 -0.96 0.06
H -4.76 -1.44 0.88
H -5.26 -2.56 -0.42
H -4.14 0.28 -0.57
H -4.68 -0.67 -2.02
H 0.53 -0.87 -2.88
H 0.97 -1.84 -1.51
H 0.94 0.00 -1.43
C 0.82 3.17 3.07
C 0.81 1.75 2.76
O 1.88 1.29 1.83
C 2.15 0.02 1.66
O 1.45 -0.87 2.12
O 3.30 -0.17 0.97
C 3.59 -1.32 0.24
H 1.11 3.76 2.20
H 1.52 3.35 3.88
H -0.18 3.53 3.29
H -0.16 1.50 2.34
H 0.86 1.22 3.70
H 2.75 -1.71 -0.34
H 4.11 -2.08 0.82
H 4.24 -1.09 -0.61
```

Summary:
- LUMO level: -4.1 eV
- E_HOMO: -12.51 eV
- Frontier orbital gap: 8.368 eV
- Charge: +1
- Relative energy (zero: lowest compared OMol25 entry of this formula, charge and spin): 37.9 kJ/mol


Here is a structure of composition C26H23ClGeN2O8PdSSe from OMol25. Energies are from the ωB97M-V functional and the def2-TZVPD basis.

```
64
C26H23ClGeN2O8PdSSe | OMol25 | the ωB97M-V functional and the def2-TZVPD basis
Pd 0.56 0.46 0.92
C 4.74 -1.71 -2.46
N 4.90 -0.71 -1.41
C 4.02 0.24 -1.09
Se 2.36 0.54 -1.90
N 4.50 0.94 -0.06
C 5.73 0.43 0.32
C 6.62 0.78 1.32
C 7.78 0.03 1.41
C 8.04 -1.03 0.53
C 7.15 -1.38 -0.47
C 5.99 -0.63 -0.55
H 3.73 -1.66 -2.85
H 4.89 -2.70 -2.03
H 5.46 -1.54 -3.26
H 3.96 1.68 0.38
H 6.42 1.60 2.00
H 8.50 0.26 2.18
H 8.96 -1.59 0.64
H 7.36 -2.20 -1.14
C -2.78 -2.38 -3.96
C -2.62 -3.01 -2.73
C -2.44 -2.24 -1.58
C -2.44 -0.85 -1.66
C -2.58 -0.23 -2.91
C -2.76 -1.00 -4.05
Ge -2.17 0.24 -0.10
C -3.16 -0.32 1.53
C -4.27 -1.18 1.41
C -4.82 -1.73 2.55
C -4.32 -1.37 3.80
C -3.27 -0.47 3.92
C -2.71 0.09 2.79
C -3.39 1.78 0.05
C -3.06 2.91 0.81
C -3.85 4.03 0.74
C -5.01 4.02 -0.03
C -5.39 2.87 -0.73
C -4.61 1.74 -0.67
H -2.91 -2.98 -4.85
H -2.62 -4.09 -2.66
H -2.29 -2.74 -0.63
H -2.57 0.85 -2.99
H -2.88 -0.51 -5.01
H -4.66 -1.43 0.43
H -5.65 -2.42 2.47
H -4.77 -1.80 4.69
H -2.90 -0.19 4.90
H -1.90 0.80 2.88
H -2.16 2.91 1.42
H -3.57 4.93 1.28
H -5.64 4.90 -0.08
H -6.30 2.87 -1.32
H -4.90 0.84 -1.20
O 0.95 4.29 0.32
S 0.77 2.90 0.51
O 0.12 2.46 1.80
O -0.01 2.17 -0.55
O 2.06 2.06 0.54
O 2.46 -1.51 1.10
Cl 1.18 -2.15 1.28
O 1.26 -3.53 1.52
O 0.49 -1.44 2.37
O 0.37 -1.85 0.08
```

Summary:
- ⟨S²⟩: 8.78
- LUMO level (alpha / beta): -2.3 / -6.3 eV
- Multiplicity: 6
- E_HOMO (alpha / beta): -10.67 / -11.42 eV
- Frontier orbital gap (alpha / beta): 8.375 / 5.131 eV
- Charge: +1
- Relative energy (zero: lowest compared OMol25 entry of this formula, charge and spin): 23.0 kJ/mol


Here is the molecule C4H5NO in a non-equilibrium geometry from OMol25. Energies are from the ωB97M-V functional and the def2-TZVPD basis.

```
11
C4H5NO | OMol25 | the ωB97M-V functional and the def2-TZVPD basis
C 1.04 -0.17 0.60
C 0.17 -1.02 -0.29
C -1.06 0.92 -0.02
C 0.31 0.45 -0.52
H 0.72 0.00 1.64
H 2.14 -0.22 0.54
H 0.55 -1.69 -0.98
H -1.54 1.95 -0.06
H 0.98 1.00 -1.18
N -1.91 0.01 0.26
O -1.39 -1.24 0.00
```

Summary:
- LUMO level: 0.9 eV
- SMILES string: C1=NO[C@@H]2C[C@H]12
- E_HOMO: -9.49 eV
- Frontier orbital gap: 10.432 eV
- Charge: 0
- Relative energy (zero: lowest compared OMol25 entry of this formula, charge and spin): 354.5 kJ/mol


Here is a structure of composition C3H5O4Zn in a non-equilibrium geometry from OMol25. Energies are from the ωB97M-V functional and the def2-TZVPD basis.

```
13
C3H5O4Zn | OMol25 | the ωB97M-V functional and the def2-TZVPD basis
C 1.10 -0.67 1.66
O 0.77 -0.35 0.33
C -0.14 0.71 0.22
O -0.45 0.83 -1.13
Zn 0.73 0.65 -2.73
H 1.79 -1.52 1.63
H 1.60 0.18 2.16
H 0.21 -0.95 2.24
H 0.33 1.66 0.54
H -1.05 0.50 0.80
O -1.09 -0.31 -2.92
C -1.49 -0.11 -1.76
O -2.31 -0.63 -1.04
```

Summary:
- ⟨S²⟩: 0.75
- LUMO level (alpha / beta): 0.3 / -1.5 eV
- Multiplicity: 2
- E_HOMO (alpha / beta): -8.37 / -10.65 eV
- Frontier orbital gap (alpha / beta): 8.673 / 9.200 eV
- Charge: 0
- Relative energy (zero: lowest compared OMol25 entry of this formula, charge and spin): 7.3 kJ/mol


Here is a cluster of 8 separate species, C24H34Br12N2O4 in total in a non-equilibrium geometry from OMol25. Energies are from the ωB97M-V functional and the def2-TZVPD basis.

```
76
C24H34Br12N2O4 | OMol25 | the ωB97M-V functional and the def2-TZVPD basis
Br -14.23 -10.61 1.37
C -15.53 -11.97 0.86
C -16.77 -11.99 1.72
Br -17.66 -10.22 1.75
H -15.02 -12.93 0.77
H -15.81 -11.77 -0.18
H -16.45 -12.14 2.75
H -17.51 -12.75 1.51
Br -24.49 -19.15 0.82
C -23.13 -19.79 2.11
C -23.83 -20.04 3.42
Br -22.46 -20.59 4.76
H -22.37 -19.03 2.22
H -22.74 -20.70 1.67
H -24.61 -20.80 3.43
H -24.36 -19.16 3.79
Br -25.90 -13.30 1.57
C -24.48 -13.19 0.22
C -23.74 -14.49 0.06
Br -22.21 -14.16 -1.08
H -23.84 -12.38 0.56
H -24.95 -12.91 -0.72
H -24.44 -15.19 -0.39
H -23.37 -14.88 1.00
Br -18.25 -19.74 -1.66
C -19.01 -19.12 -3.35
C -18.78 -17.64 -3.50
Br -19.80 -16.60 -2.20
H -20.04 -19.43 -3.43
H -18.47 -19.71 -4.10
H -19.10 -17.23 -4.46
H -17.74 -17.36 -3.41
Br -19.95 -17.90 3.42
C -20.38 -16.04 2.83
C -20.00 -15.92 1.37
Br -18.05 -15.68 1.18
H -19.87 -15.38 3.52
H -21.44 -15.93 3.02
H -20.44 -15.05 0.89
H -20.25 -16.81 0.80
Br -23.54 -16.17 5.16
C -22.11 -16.92 6.29
C -22.05 -16.03 7.53
Br -20.82 -16.80 8.83
H -21.17 -16.99 5.73
H -22.46 -17.92 6.53
H -23.05 -15.95 7.93
H -21.73 -15.04 7.21
C -19.39 -10.04 5.44
C -19.93 -9.21 4.47
C -20.76 -9.80 3.52
C -21.03 -11.13 3.52
C -20.50 -11.98 4.49
C -19.72 -11.39 5.46
N -21.85 -11.71 2.43
O -21.85 -12.91 2.33
O -22.45 -10.95 1.73
H -18.71 -9.67 6.20
H -19.79 -8.14 4.47
H -21.29 -9.16 2.82
H -20.65 -13.05 4.50
H -19.31 -11.99 6.26
C -16.74 -13.65 4.94
C -16.22 -12.93 6.01
C -14.87 -13.02 6.32
C -14.06 -13.83 5.54
C -14.60 -14.68 4.59
C -15.92 -14.50 4.21
N -12.61 -13.84 5.76
O -12.21 -13.15 6.68
O -11.89 -14.50 5.04
H -17.77 -13.50 4.64
H -16.89 -12.31 6.60
H -14.44 -12.42 7.11
H -13.96 -15.34 4.02
H -16.29 -15.06 3.36
```

Summary:
- LUMO level: -0.8 eV
- SMILES string: O=[N+]([O-])c1ccccc1.O=[N+]([O-])c1ccccc1.BrCCBr.BrCCBr.BrCCBr.BrCCBr.BrCCBr.BrCCBr
- E_HOMO: -10.03 eV
- Frontier orbital gap: 9.224 eV
- Charge: 0
- Relative energy (zero: lowest compared OMol25 entry of this formula, charge and spin): 64.5 kJ/mol


Among the records above, which one has the highest relative energy (zero: lowest compared OMol25 entry of this formula, charge and spin)? C4H5NO